Density functional theory data (wB97M-V/def2-TZVPD) for C32H27ClN6O8Rb as an isolated structure at a distorted geometry.

Output
LUMO level   0.89 eV
HOMO energy   -3.67 eV
Net charge   -1
Multiplicity   1
Gap between HOMO and LUMO   4.56 eV

XYZ file:
```
75
Properties=species:S:1:pos:R:3:mulliken_charge:R:1
Rb 0.712 -0.224 -0.720 0.88
Cl -6.653 -0.465 -1.055 -0.18
O -0.368 -7.181 3.511 -0.60
O 0.681 -6.420 5.212 -0.60
O -0.562 2.028 0.983 0.32
O -3.494 -0.640 -4.407 -0.58
O -5.652 -0.712 -3.912 -0.63
O 3.226 -0.285 -0.868 -0.69
O -0.837 1.535 -1.742 -0.73
O -1.347 0.069 -3.355 -0.81
N -0.522 -0.982 2.352 0.35
N 0.112 -6.274 4.154 0.96
N 2.331 1.001 1.962 0.45
N -4.311 0.438 -0.044 0.43
N -3.065 0.797 -0.417 -0.48
N -0.421 -2.936 0.516 -0.30
C 3.364 1.102 4.123 -0.67
C -4.511 -0.482 -3.584 0.38
C -0.340 -2.240 2.789 -0.51
C -0.182 -2.555 4.142 1.73
C -0.064 -5.618 1.172 -0.56
C -0.561 -0.020 3.246 -0.07
C 3.214 3.063 2.775 -0.66
C -4.630 0.582 1.346 0.62
C -0.181 -5.220 -0.132 -0.81
C 2.591 2.299 1.787 0.18
C -0.001 -3.917 4.533 -0.80
C -2.962 0.535 -1.698 0.09
C 3.601 2.459 3.957 -0.47
C -5.107 0.879 4.074 -0.59
C -0.367 -3.860 -0.414 -0.31
C -5.896 0.035 3.311 -0.78
C -0.138 -4.652 2.196 0.71
C -3.814 1.418 2.109 -0.09
C 1.014 3.867 0.512 -1.01
C -0.183 3.353 1.298 -0.64
C 2.727 0.426 3.094 -0.55
C -5.010 -0.009 -1.122 0.51
C -4.170 -0.005 -2.214 -0.28
C -0.003 -4.897 3.614 -0.03
C -1.608 0.757 -2.336 0.76
C -5.659 -0.127 1.951 -0.46
C -0.226 -1.507 5.081 -0.89
C -0.419 -0.232 4.630 -1.31
C 4.519 -0.280 -0.457 -0.75
C -4.059 1.557 3.464 -0.42
C 2.205 2.904 0.463 -0.44
C -0.303 -3.311 1.801 -0.20
H -2.611 -0.360 -3.977 0.43
H -0.705 0.976 2.842 0.26
H 0.076 -6.658 1.412 0.48
H 4.782 -1.099 0.263 0.17
H -0.107 -1.727 6.136 0.42
H 3.070 3.430 0.052 0.62
H 4.828 0.656 0.083 0.09
H 3.405 4.115 2.597 0.46
H -6.702 -0.523 3.769 0.36
H -3.416 2.206 4.048 0.41
H 4.092 3.034 4.733 0.40
H 0.710 4.083 -0.516 0.38
H 2.008 2.085 -0.220 -0.17
H -2.970 1.909 1.643 0.29
H -6.264 -0.817 1.387 0.31
H 5.274 -0.381 -1.276 0.21
H -0.812 1.947 0.039 -0.15
H 0.063 3.342 2.366 0.45
H 0.116 -4.167 5.578 0.50
H -0.467 -3.524 -1.441 0.49
H 2.520 -0.638 3.182 0.49
H -0.125 -5.938 -0.938 0.40
H 1.311 4.824 0.957 0.46
H -5.293 0.994 5.134 0.39
H -1.027 4.043 1.170 0.36
H 3.666 0.577 5.020 0.44
H -0.457 0.610 5.308 0.57
```